C3H35O15 | the ωB97M-V functional and the def2-TZVPD basis

CARTESIAN COORDINATES (ANGSTROEM)
C 1.090 1.209 1.164
C 0.340 0.249 0.241
C -0.608 -0.658 1.047
O -0.241 0.955 -0.793
H 0.405 2.038 1.343
H 2.004 1.556 0.682
H 1.417 0.760 2.101
H 1.053 -0.509 -0.085
H -1.083 -1.379 0.382
H -1.286 -0.079 1.673
H -0.017 -1.197 1.789
O 1.074 4.757 -1.394
H 1.327 5.214 -0.592
H 0.830 3.878 -1.102
O -0.933 1.042 5.210
H -1.748 1.471 5.470
H -1.043 0.862 4.276
O 5.582 0.506 0.874
H 5.997 0.109 1.640
H 4.669 0.632 1.134
O 2.197 -4.381 1.242
H 1.957 -4.559 0.332
H 3.028 -3.910 1.183
O -4.988 -2.449 -2.758
H -5.876 -2.735 -2.546
H -4.423 -2.997 -2.212
O -3.198 3.503 1.766
H -3.809 3.157 1.114
H -2.334 3.247 1.444
O -1.558 3.447 -4.271
H -1.790 4.264 -3.829
H -0.967 3.005 -3.662
O 0.935 -4.564 4.735
H 1.464 -4.471 3.942
H 0.503 -5.412 4.637
O -0.597 -1.291 -4.321
H 0.046 -0.957 -4.946
H -0.516 -0.713 -3.562
O -4.926 -3.990 0.928
H -4.439 -3.932 1.750
H -4.893 -4.917 0.694
O 2.990 1.714 -3.022
H 3.048 2.669 -2.996
H 2.174 1.511 -2.564
O -4.044 1.108 -1.426
H -3.100 1.043 -1.283
H -4.278 0.289 -1.862
O 6.044 4.566 1.304
H 6.102 4.039 2.101
H 5.132 4.481 1.026
O 0.789 -4.149 -2.788
H 0.160 -4.719 -2.345
H 0.336 -3.310 -2.868

Force components x, y, z for each atom (eV/Å):
C 0.130 -0.244 0.113
C -0.679 0.357 -0.561
C 0.418 0.455 0.530
O 0.123 -0.376 0.176
H 0.147 0.217 0.189
H -0.077 0.319 -0.262
H -0.130 -0.108 0.346
H 0.863 -0.234 -0.623
H -0.346 0.192 0.125
H -0.684 0.121 -0.373
H 0.225 -0.411 -0.020
O 0.132 0.279 -0.295
H 0.028 0.096 0.172
H -0.242 -0.626 0.128
O 0.174 -0.041 0.269
H -0.191 0.123 0.028
H 0.034 -0.075 -0.348
O 0.215 0.062 -0.109
H 0.111 -0.106 0.170
H -0.373 0.034 -0.047
O -0.053 -0.221 0.388
H -0.131 0.055 -0.299
H 0.169 0.197 -0.044
O 0.016 0.159 -0.251
H -0.220 -0.009 0.099
H 0.209 -0.056 0.225
O -0.105 0.247 0.366
H -0.126 -0.188 -0.252
H 0.274 -0.172 -0.192
O -0.083 0.028 -0.385
H -0.036 0.147 0.156
H 0.141 -0.222 0.282
O -0.019 0.065 0.331
H 0.117 0.102 -0.391
H -0.099 -0.167 -0.039
O -0.084 -0.456 -0.048
H 0.166 0.082 -0.133
H -0.038 0.393 0.479
O -0.172 0.079 -0.207
H 0.176 0.142 0.207
H 0.000 -0.234 -0.056
O 0.321 -0.119 -0.253
H -0.033 0.251 0.037
H -0.486 -0.168 0.358
O -0.402 0.259 0.125
H 0.687 -0.016 0.103
H -0.064 -0.262 -0.139
O 0.197 0.255 -0.017
H 0.032 -0.183 0.143
H -0.222 -0.074 -0.150
O 0.314 -0.315 0.110
H -0.171 -0.114 0.054
H -0.157 0.483 -0.214

The LUMO energy comes out at 2.0146 eV. Its charge is -1. The energy above the lowest of the compared OMol25 structures with the same formula, charge and spin is 2.7710 eV. The frontier orbital gap is 6.073 eV. The max |F| comes out at 1.09 eV/Å. The value obtained for the HOMO energy is -4.06 eV.


C3H36N2O13S | the ωB97M-V functional and the def2-TZVPD basis

CARTESIAN COORDINATES (ANGSTROEM)
N -0.380 0.580 -0.940
C -0.967 -0.635 -0.336
C -2.426 -0.752 -0.719
S -3.142 0.243 -2.083
C -0.672 -0.834 1.140
N 0.786 -0.791 1.407
H 0.605 0.601 -0.718
H -0.943 1.364 -0.628
H -0.349 -1.380 -0.800
H -3.052 -0.749 0.185
H -2.781 -1.725 -1.064
H -3.678 1.144 -1.266
H -1.003 0.092 1.614
H -1.211 -1.654 1.600
H 1.029 -1.769 1.574
H 1.233 -0.808 0.486
H 1.174 2.986 0.653
H 2.026 4.335 0.780
O 1.774 3.615 0.199
H -2.572 3.586 -0.816
H -1.210 3.827 -0.266
O -2.061 3.445 -0.009
H 1.088 2.947 -2.488
H 0.901 4.069 -1.616
O 0.473 3.692 -2.391
H -1.079 -2.462 -3.463
H -0.150 -2.159 -2.344
O -0.913 -2.748 -2.557
H 1.675 -0.708 -2.830
H 2.143 -1.608 -1.737
O 1.599 -1.631 -2.546
H -1.860 2.472 3.354
H -2.184 3.065 1.961
O -1.547 3.096 2.693
H 0.944 1.093 1.938
H -0.102 2.237 2.079
O 0.854 2.044 2.128
H 2.312 -3.226 0.964
H 2.686 -3.730 -0.509
O 2.456 -2.983 0.049
H 1.135 -4.105 -2.377
H -0.034 -4.268 -1.493
O 0.847 -4.645 -1.628
H -1.852 -3.025 1.815
H -3.364 -2.808 2.242
O -2.538 -3.250 2.445
H -2.697 0.360 4.297
H -1.904 -0.885 4.221
O -1.969 -0.022 3.789
H 2.728 2.331 -0.627
H 3.699 2.454 -1.776
O 2.969 1.904 -1.480
H 3.536 -0.009 -0.791
H 3.981 -1.389 -0.265
O 3.989 -0.825 -1.046

Force components x, y, z for each atom (eV/Å):
N -0.911 -0.780 0.546
C 1.166 0.006 -1.247
C -1.601 -1.202 0.268
S 0.243 0.025 0.684
C -0.151 2.695 0.057
N 0.234 -1.977 -0.868
H -0.050 0.748 0.105
H 0.704 0.533 -0.033
H -0.216 -0.918 -0.355
H -0.019 1.032 -0.086
H 1.180 -0.421 -0.100
H -0.173 0.405 -0.073
H -0.720 -0.303 0.298
H 0.422 0.207 -0.044
H 0.075 0.245 0.952
H 0.049 0.644 -0.076
H 0.457 0.322 0.911
H -0.177 -0.245 0.446
O -0.108 0.230 -0.996
H -0.154 -0.162 0.100
H 0.095 -0.110 0.162
O 0.091 0.171 -0.439
H -0.394 -0.164 -0.389
H -0.066 0.483 0.381
O 0.418 -0.354 0.112
H -0.303 -0.326 -0.045
H -0.201 -0.533 -0.172
O 0.253 0.733 -0.324
H -0.110 -0.153 -0.253
H 0.184 -0.335 -0.229
O 0.102 0.557 0.434
H 0.064 -0.059 0.016
H 0.121 0.138 0.029
O -0.372 -0.038 -0.131
H 0.088 -0.123 0.241
H 0.096 0.090 0.563
O -0.111 -0.197 -0.598
H 0.205 -0.747 -0.178
H -0.395 -0.511 0.364
O 0.272 1.177 0.060
H 0.030 -0.172 0.005
H 0.036 -0.188 -0.043
O 0.131 0.018 -0.115
H -0.490 -0.076 -0.299
H 0.172 0.198 -0.431
O 0.003 -0.626 0.879
H 0.002 0.198 -0.127
H 0.316 -0.076 -0.320
O -0.519 -0.108 0.620
H -0.059 0.095 -0.531
H 0.166 -0.104 -0.225
O -0.114 -0.127 0.593
H 0.280 0.217 -0.186
H -0.084 -0.096 -0.007
O -0.159 0.065 0.093

The LUMO energy comes out at 0.0250 eV. The energy above the lowest of the compared OMol25 structures with the same formula, charge and spin is 2.9498 eV. The frontier orbital gap is 9.005 eV. The max |F| comes out at 2.70 eV/Å. The value obtained for the HOMO energy is -8.98 eV.


C3H36NO14S2 | the ωB97M-V functional and the def2-TZVPD basis

CARTESIAN COORDINATES (ANGSTROEM)
N -1.430 0.203 1.853
C -1.391 -0.260 0.441
C -0.362 0.448 -0.394
O 0.959 -0.042 -0.112
C -2.789 -0.132 -0.138
S -3.809 -1.475 0.379
S -3.240 -3.012 -0.765
H -0.664 -0.266 2.365
H -2.394 -0.012 2.296
H -1.266 1.198 2.013
H -1.038 -1.454 0.555
H -0.416 1.542 -0.431
H -0.638 0.148 -1.443
H 1.074 -0.815 -0.745
H -3.417 0.819 0.090
H -2.643 0.087 -1.141
H -2.197 -3.391 -0.139
H 0.235 -0.949 -3.344
H -0.467 -0.196 -4.517
O -0.078 -0.047 -3.699
H 1.852 -4.600 -1.500
H 2.013 -3.755 -0.265
O 1.309 -4.106 -0.802
H 2.269 0.825 -3.402
H 1.822 0.288 -2.148
O 2.611 0.741 -2.495
H 2.946 1.478 -0.613
H 3.979 2.479 -0.384
O 3.446 1.828 0.139
H 0.639 3.894 0.606
H 0.269 5.387 0.210
O 0.047 4.457 0.085
H 2.244 -1.724 -2.471
H 1.312 -2.532 -1.423
O 1.286 -1.676 -2.040
H 2.774 4.295 1.727
H 2.426 2.848 1.017
O 2.085 3.566 1.625
H -0.487 1.505 -2.718
H -0.330 3.032 -2.437
O -0.927 2.349 -2.624
H 0.840 1.799 4.421
H -0.521 0.703 4.810
O -0.008 1.325 4.169
H 3.477 -1.106 -1.003
H 4.521 -2.242 -1.248
O 3.638 -2.154 -1.037
H -1.453 3.172 0.940
H -2.501 3.503 1.960
O -2.199 2.800 1.336
H 2.873 0.010 0.905
H 3.926 0.285 2.029
O 3.191 -0.345 1.792
H 1.178 -1.762 2.134
H 0.935 -1.723 3.605
O 0.498 -1.538 2.840

Force components x, y, z for each atom (eV/Å):
N -0.898 -0.683 1.542
C 0.150 -1.815 1.009
C 0.368 -0.955 -1.376
O -0.321 -0.002 -0.238
C -0.657 1.738 1.346
S -1.013 0.200 0.395
S -1.411 -0.089 -1.720
H -0.148 -0.268 0.360
H 2.059 0.166 -0.828
H -0.352 0.463 -0.462
H -1.122 3.125 -0.632
H 0.079 -0.228 0.559
H 0.349 0.191 0.948
H 0.011 1.004 0.660
H 1.450 -1.282 0.588
H -0.285 -0.647 -2.484
H 1.752 -0.711 1.187
H -0.705 1.694 -0.662
H -1.219 -0.336 -2.405
O 1.951 -1.517 2.952
H -1.332 0.787 1.255
H 0.708 0.111 0.869
O 0.907 -0.853 -1.822
H 0.598 0.421 -0.059
H 0.346 0.278 0.450
O -0.880 -0.390 -0.338
H -0.428 -0.342 -0.092
H -0.174 -0.576 0.943
O 0.751 1.048 -1.637
H 0.577 0.885 0.311
H 0.175 -0.391 0.230
O -0.940 -0.399 -0.597
H -2.765 0.088 1.405
H -0.432 1.272 -1.893
O 2.530 -2.467 -0.357
H -1.304 -1.736 -0.434
H 0.354 0.972 0.877
O 1.030 0.679 0.061
H 0.437 0.049 -0.467
H 1.481 1.358 0.426
O -2.053 -0.908 -0.253
H -1.849 -1.479 0.466
H 2.444 2.193 -0.973
O -0.710 -0.683 0.478
H 0.823 -3.482 -0.003
H 3.209 -0.296 -0.599
O -3.470 3.730 0.681
H 2.066 1.497 -1.463
H 0.258 -0.810 -0.718
O -2.282 -0.296 2.080
H 0.467 -0.580 2.096
H -1.171 -1.008 -0.411
O 0.522 1.223 -1.229
H -1.128 0.755 1.207
H 1.844 -0.644 3.553
O -0.647 -0.054 -4.784

The LUMO energy comes out at -2.5381 eV. Its charge is +1. The energy above the lowest of the compared OMol25 structures with the same formula, charge and spin is 1.7812 eV. The frontier orbital gap is 9.393 eV. The max |F| comes out at 5.14 eV/Å. The value obtained for the HOMO energy is -11.93 eV.